C33H65Cl2O15P | the ωB97M-V functional and the def2-TZVPD basis

Output
Orbital gap   7.03 eV
DFT total energy   -3686.40345 Eh
Structure (SMILES)   O=C1C=CC(=O)C(P(O)Cl)=C1CCCCl.COCCOCCOC.COCCOCCOC.COCCOCCOC.COCCOCCOC

Geometry as ORCA input:
```
! wB97M-V def2-TZVPD RIJCOSX def2/J DEFGRID3
* xyz 0 1
O 1.8605 0.5678 0.2444
C 2.4494 -0.3876 -0.3247
C 3.9888 -0.5545 0.0414
C 4.7096 -1.6060 -0.5529
C 3.9672 -2.5707 -1.5563
O 4.6635 -3.5036 -2.0453
C 2.4266 -2.4163 -1.9831
P 1.7866 -3.7073 -3.1964
O 0.9681 -4.8769 -2.2003
Cl 0.2882 -2.9702 -4.4807
C 1.7206 -1.3563 -1.3722
C 0.1958 -1.0944 -1.7092
C -0.8169 -2.2160 -1.1506
C -1.5947 -1.7283 0.1857
Cl -2.6533 -0.2500 -0.1209
H 4.4649 0.1914 0.7514
H 5.8227 -1.7506 -0.3249
H 1.3383 -4.7237 -1.2948
H -0.0869 -0.1346 -1.1329
H -0.0023 -0.8182 -2.8069
H -1.6467 -2.4217 -1.9184
H -0.3143 -3.1901 -0.8547
H -0.8804 -1.5135 1.0496
H -2.3184 -2.5472 0.5450
C -6.8286 -1.4994 -8.0756
O -6.4827 -2.2325 -6.9173
C -6.4684 -3.6360 -7.1586
C -5.7385 -4.3599 -6.0339
O -4.3192 -4.3342 -6.1872
C -3.6878 -3.0931 -5.8762
C -3.6031 -2.8300 -4.3779
O -4.8319 -2.2939 -3.8985
C -4.9177 -2.3469 -2.4877
H -7.8165 -1.7965 -8.4420
H -6.8521 -0.4405 -7.8143
H -6.0757 -1.6462 -8.8571
H -5.9780 -3.8497 -8.1143
H -7.5099 -3.9786 -7.1973
H -6.0141 -5.4172 -6.0801
H -6.0380 -3.9918 -5.0504
H -4.1588 -2.2650 -6.4088
H -2.6679 -3.1844 -6.2605
H -2.8161 -2.0918 -4.1801
H -3.3694 -3.7640 -3.8518
H -4.9081 -3.3878 -2.1461
H -5.8630 -1.8938 -2.1857
H -4.0952 -1.7906 -2.0291
C 5.8852 -6.9100 0.6379
O 7.1412 -6.4357 0.1965
C 7.0317 -5.1860 -0.4791
C 8.3997 -4.5272 -0.6009
O 8.7894 -3.8338 0.5863
C 9.2187 -4.6582 1.6692
C 10.6143 -5.2327 1.4603
O 10.5541 -6.3924 0.6366
C 11.8277 -6.7610 0.1452
H 5.1986 -7.0325 -0.2059
H 6.0355 -7.8793 1.1153
H 5.4579 -6.2231 1.3765
H 6.3496 -4.5223 0.0630
H 6.6311 -5.3823 -1.4803
H 8.3344 -3.7579 -1.3755
H 9.1674 -5.2369 -0.9159
H 8.4864 -5.4375 1.8879
H 9.2537 -3.9962 2.5391
H 11.0358 -5.5308 2.4275
H 11.2596 -4.4760 0.9977
H 12.2278 -5.9733 -0.5020
H 11.7139 -7.6696 -0.4477
H 12.5190 -6.9596 0.9700
C -0.2907 3.1765 1.5605
O -0.9739 3.1884 2.8003
C -1.9111 2.1222 2.9040
C -2.3408 1.9337 4.3532
O -1.4067 1.1671 5.1136
C -0.2147 1.8530 5.4937
C -0.4382 2.8447 6.6288
O -0.9508 4.0724 6.1200
C -1.4820 4.8908 7.1437
H -0.9970 3.2563 0.7278
H 0.3843 4.0334 1.5352
H 0.3057 2.2638 1.4639
H -1.4701 1.1939 2.5254
H -2.7852 2.3863 2.2953
H -3.2646 1.3484 4.3568
H -2.5612 2.8862 4.8401
H 0.2642 2.3219 4.6322
H 0.4633 1.0745 5.8547
H 0.5180 3.0596 7.1205
H -1.1373 2.4190 7.3588
H -2.3388 4.3994 7.6168
H -1.8254 5.8224 6.6912
H -0.7176 5.1205 7.8924
C -5.2257 5.5493 3.6631
O -4.3815 6.5218 3.0814
C -3.0896 5.9973 2.7854
C -2.3453 6.9252 1.8340
O -2.7182 6.7350 0.4681
C -3.9853 7.2735 0.0940
C -3.9668 8.7905 -0.0476
O -4.1108 9.4089 1.2270
C -3.7693 10.7805 1.1929
H -4.7895 5.1613 4.5895
H -6.1819 6.0216 3.8931
H -5.4048 4.7307 2.9578
H -3.1800 5.0028 2.3356
H -2.5362 5.9222 3.7294
H -1.2826 6.6716 1.8805
H -2.4397 7.9725 2.1288
H -4.7735 6.9375 0.7703
H -4.2010 6.8461 -0.8893
H -4.8099 9.1100 -0.6715
H -3.0259 9.1062 -0.5145
H -2.7118 10.9023 0.9358
H -3.9324 11.1967 2.1881
H -4.3968 11.3186 0.4757
*
```

Atomic partial charges in e from the Mulliken method, atoms 1 to 5:
1. O -0.426
2. C 0.091
3. C -0.529
4. C -0.309
5. C 0.219

***

C33H65N6O18SSi | the ωB97M-V functional and the def2-TZVPD basis

Output
Orbital gap   9.73 eV
DFT total energy   -3666.80398 Eh
ΔE to the lowest compared entry with this formula, charge and spin   0.0 kcal/mol

Geometry as ORCA input:
```
! wB97M-V def2-TZVPD RIJCOSX def2/J DEFGRID3
* xyz 1 1
C 0.8819 0.0368 4.1610
N 1.5486 1.2929 3.7124
C 1.1347 1.8856 2.3782
Si -0.0441 0.8997 1.2064
C -0.4309 1.9200 -0.3001
C -1.6362 0.4383 2.0764
C 0.9207 -0.5850 0.6273
C 0.7939 3.3541 2.7030
N -0.5193 3.7630 2.3046
N 1.8616 4.1771 2.0368
C 2.1407 5.2628 2.5284
O 2.4000 6.2988 2.9812
O 0.8429 3.4783 4.0891
C 1.5577 2.4286 4.7415
C 0.7142 2.1834 5.9886
N 1.3279 1.2690 6.9374
C 2.9794 2.9177 4.9890
C 3.9780 1.8498 5.4938
S 5.5645 1.9170 4.6265
C 5.3847 0.5846 3.5294
N 5.1998 -0.6629 3.7651
N 5.2767 -1.3123 2.5362
C 5.4986 -0.3958 1.6726
O 5.5636 0.8351 2.2054
H 1.1018 -0.7514 3.4484
H -0.1847 0.1973 4.2704
H 1.2954 -0.2285 5.1318
H 2.5269 1.0308 3.5884
H 2.0550 1.9364 1.7922
H 0.4507 2.3550 -0.7736
H -1.1580 2.6954 -0.0696
H -0.8778 1.2330 -1.0236
H -2.4616 0.4053 1.3668
H -1.8639 1.1605 2.8614
H -1.5547 -0.5505 2.5330
H 1.3137 -1.2196 1.4233
H 1.7753 -0.2762 0.0184
H 0.2966 -1.2155 -0.0100
H -0.4652 4.2398 1.4114
H -0.8861 4.4302 2.9758
H -0.2813 1.8415 5.7093
H 0.5641 3.1839 6.4062
H 0.6423 0.7929 7.5033
H 2.0007 1.7247 7.5350
H 2.8831 3.7214 5.7193
H 3.3600 3.3314 4.0550
H 3.5721 0.8426 5.3913
H 4.1929 1.9712 6.5530
H 5.6552 -0.5263 0.6140
C -2.5901 -5.2758 -3.2829
C -3.0000 -3.8219 -3.3547
O -1.9056 -2.9388 -3.0367
C -1.0187 -2.7631 -4.0146
O -1.0725 -3.2272 -5.1209
O -0.0520 -1.9641 -3.5552
C 1.0276 -1.7449 -4.4678
H -2.1591 -5.5018 -2.3067
H -3.4606 -5.9128 -3.4365
H -1.8503 -5.5122 -4.0458
H -3.7603 -3.6019 -2.6081
H -3.4019 -3.5664 -4.3340
H 0.6779 -1.3890 -5.4335
H 1.5875 -2.6718 -4.5858
H 1.6633 -0.9901 -4.0133
C 2.3897 2.5971 -8.2605
C 1.6720 3.0507 -7.0093
O 2.2294 2.4544 -5.8211
C 3.3701 2.9894 -5.3978
O 3.9483 3.9224 -5.8863
O 3.7711 2.3131 -4.3149
C 5.0294 2.7499 -3.7914
H 2.3957 1.5084 -8.3219
H 1.8838 2.9922 -9.1409
H 3.4202 2.9479 -8.2696
H 0.6359 2.7188 -7.0175
H 1.6851 4.1350 -6.9077
H 5.0200 3.8207 -3.6022
H 5.8333 2.5079 -4.4839
H 5.1686 2.2062 -2.8614
C -8.1870 -0.4470 -3.6859
C -7.1781 -1.3246 -4.3936
O -7.2278 -2.6848 -3.9316
C -8.2389 -3.4110 -4.4108
O -9.0710 -3.0362 -5.1931
O -8.1601 -4.6297 -3.8794
C -9.2137 -5.5162 -4.2750
H -8.0542 -0.5108 -2.6051
H -8.0572 0.5907 -3.9932
H -9.2042 -0.7517 -3.9250
H -6.1628 -0.9997 -4.1726
H -7.3169 -1.3039 -5.4739
H -9.2857 -5.5702 -5.3584
H -10.1629 -5.1836 -3.8594
H -8.9504 -6.4876 -3.8686
C 6.4470 -5.8010 -5.3592
C 5.1889 -4.9632 -5.3956
O 4.3803 -5.1544 -4.2187
C 4.7918 -4.5174 -3.1300
O 5.7392 -3.7791 -3.0439
O 3.9432 -4.8047 -2.1384
C 4.3022 -4.2434 -0.8764
H 6.1988 -6.8516 -5.2073
H 6.9840 -5.7030 -6.3023
H 7.1063 -5.4834 -4.5529
H 4.5450 -5.2678 -6.2176
H 5.4138 -3.9033 -5.5097
H 4.4858 -3.1744 -0.9661
H 5.1886 -4.7357 -0.4801
H 3.4592 -4.4214 -0.2154
C -4.3460 3.1048 9.7025
C -4.7616 2.0579 8.6941
O -5.0145 2.6325 7.3966
C -3.9502 2.9222 6.6701
O -2.7970 2.7159 6.9655
O -4.3611 3.4783 5.5298
C -3.3191 3.8873 4.6482
H -5.0890 3.9006 9.7513
H -4.2568 2.6519 10.6895
H -3.3866 3.5474 9.4381
H -5.7082 1.6036 8.9761
H -4.0179 1.2676 8.5989
H -2.6409 3.0608 4.4377
H -2.7631 4.7210 5.0775
H -3.8127 4.2022 3.7335
*
```

Atomic partial charges in e from the Mulliken method, atoms 1 to 5:
1. C -1.151
2. N 0.766
3. C -0.246
4. Si 0.060
5. C -1.240

***

C33H66Cl6O30 | the ωB97M-V functional and the def2-TZVPD basis

Output
Orbital gap   10.81 eV
DFT total energy   -6315.25933 Eh
ΔE to the lowest compared entry with this formula, charge and spin   0.0 kcal/mol

Geometry as ORCA input:
```
! wB97M-V def2-TZVPD RIJCOSX def2/J DEFGRID3
* xyz 0 1
C 21.0312 17.1469 -24.3398
O 19.9292 17.6967 -23.7107
C 19.0053 18.4207 -24.4039
O 18.9720 18.7642 -25.6435
O 17.9637 18.6992 -23.4948
C 16.9418 19.5772 -23.8631
H 20.8330 16.4541 -25.1576
H 21.6220 16.6527 -23.5685
H 21.6575 17.9759 -24.6694
H 17.3153 20.5719 -24.1067
H 16.1234 19.6657 -23.1485
H 16.5022 19.1783 -24.7773
C 8.8906 21.2660 -20.1363
O 9.9724 21.0613 -20.9868
C 10.4012 19.8693 -21.3498
O 9.8650 18.7891 -21.1116
O 11.5336 20.0676 -22.0290
C 12.5951 19.1343 -22.0320
H 8.9994 21.0318 -19.0774
H 8.0699 20.7230 -20.6050
H 8.5154 22.2863 -20.2161
H 12.9389 18.9798 -21.0093
H 13.3860 19.4811 -22.6970
H 12.2292 18.1935 -22.4433
C 23.7767 15.3292 -21.8398
O 24.9307 14.8315 -22.4956
C 26.1851 15.1264 -22.0736
O 26.4194 15.8186 -21.0769
O 27.0725 14.5444 -22.9706
C 28.4201 14.3403 -22.6701
H 23.7920 14.9539 -20.8166
H 22.9450 14.9465 -22.4313
H 23.6370 16.4101 -21.8279
H 28.8708 13.7664 -23.4798
H 28.4499 13.7899 -21.7297
H 28.9208 15.3044 -22.5813
C 20.9537 18.8969 -20.8877
O 21.7929 19.8107 -21.5104
C 23.0735 19.9473 -21.0672
O 23.5927 19.3364 -20.1350
O 23.6650 20.8013 -21.8938
C 25.0305 21.2890 -21.6261
H 21.4622 17.9353 -20.9557
H 20.0342 18.8591 -21.4720
H 20.7792 19.2005 -19.8555
H 25.3312 21.0364 -20.6093
H 25.0721 22.3711 -21.7506
H 25.7062 21.0052 -22.4329
C 16.0487 18.8907 -27.6595
O 15.1278 19.6351 -26.8710
C 13.8894 19.3089 -26.7215
O 13.1890 19.9217 -25.9462
O 13.5176 18.3142 -27.5146
C 12.1519 17.8949 -27.5826
H 15.7931 17.8327 -27.7166
H 17.0516 19.0405 -27.2597
H 16.0142 19.1417 -28.7196
H 11.4392 18.6491 -27.9163
H 11.8386 17.5041 -26.6145
H 12.1366 16.9932 -28.1947
C 19.3356 15.1060 -21.7011
O 19.6232 14.4169 -20.4938
C 20.5911 14.8912 -19.6905
O 21.1543 15.9861 -19.7615
O 20.7179 14.0336 -18.8160
C 21.5370 14.2153 -17.6588
H 20.2273 15.0442 -22.3249
H 18.9818 16.1204 -21.5164
H 18.5214 14.6786 -22.2865
H 21.4173 13.3402 -17.0201
H 21.1825 15.0790 -17.0962
H 22.6061 14.2067 -17.8714
C 26.0814 20.2302 -29.0107
O 26.2375 20.1087 -27.6377
C 25.3521 19.3672 -26.8541
O 24.3444 18.8354 -27.2552
O 25.7182 19.3815 -25.5599
C 25.0697 18.5786 -24.5972
H 25.5007 19.3856 -29.3816
H 27.0111 20.2352 -29.5796
H 25.4126 21.0835 -29.1237
H 25.6166 18.5810 -23.6543
H 25.0296 17.5494 -24.9536
H 24.0942 19.0168 -24.3860
C 21.5792 21.7013 -25.0897
O 22.2472 21.6110 -26.3823
C 22.4589 22.7049 -27.1074
O 21.9549 23.8043 -26.8194
O 23.2335 22.4230 -28.1186
C 23.6286 23.3855 -29.0640
H 22.3148 21.4546 -24.3240
H 20.8006 20.9385 -25.0966
H 21.2167 22.6775 -24.7678
H 22.8412 24.1168 -29.2463
H 23.8524 23.0149 -30.0643
H 24.4566 23.9417 -28.6244
C 14.2527 22.1507 -19.6400
O 14.3283 21.7334 -20.9783
C 14.0657 22.5853 -21.9847
O 13.6465 23.7364 -21.9333
O 14.3851 21.9261 -23.1311
C 14.0539 22.5142 -24.3786
H 14.5723 21.4422 -18.8758
H 13.2186 22.4091 -19.4121
H 14.9219 22.9825 -19.4199
H 14.5701 23.4725 -24.4358
H 12.9673 22.5277 -24.4638
H 14.4748 21.8030 -25.0893
C 16.8738 15.8109 -31.9865
O 17.5859 15.9845 -30.7580
C 17.0804 15.7753 -29.5190
O 15.9237 15.5766 -29.2124
O 18.0736 16.0393 -28.5974
C 17.8875 15.7181 -27.2750
H 16.1161 16.5613 -32.2121
H 16.4417 14.8125 -31.9178
H 17.4751 15.8888 -32.8923
H 17.7005 16.6292 -26.7066
H 18.7793 15.2689 -26.8378
H 17.0883 15.0331 -26.9920
C 21.6599 17.1530 -28.2524
Cl 22.3374 15.7778 -27.3612
Cl 21.3366 16.6582 -29.9315
H 20.7323 17.4251 -27.7487
H 22.3384 18.0054 -28.2186
C 14.7331 16.0773 -23.2516
Cl 15.2458 17.1049 -21.8963
Cl 15.5446 16.4382 -24.8383
H 14.9013 15.0271 -23.0131
H 13.6697 16.1457 -23.4810
C 18.5954 22.1489 -27.4370
Cl 17.5404 22.9958 -28.6390
Cl 19.3009 20.6465 -28.0835
H 19.4668 22.7167 -27.1108
H 18.0148 22.0079 -26.5254
*
```

Atomic partial charges in e from the Mulliken method, atoms 1 to 5:
1. C -0.104
2. O 0.673
3. C 0.042
4. O -0.396
5. O -0.146

***

Ordered molar mass results: 803.75, 894.06, 1155.58; unit u.